ORCA calculation (the ωB97M-V functional and the def2-TZVPD basis) on a structure of composition C49H53BrCaN5O2PSi at a distorted geometry.

Each line ends with the Mulliken charge.
Element x y z (Å)
Ca: 0.738 2.160 -1.210  0.7764
C: -0.766 0.217 4.458  -0.8239
C: 0.311 -0.641 4.280  -0.5721
C: 1.141 -0.446 3.201  -0.3434
C: 0.859 0.599 2.303  -0.5347
N: -0.174 1.433 2.485  -0.0470
C: -0.942 1.238 3.544  -0.3699
N: 1.532 0.730 1.136  0.7433
C: 2.491 1.496 0.797  0.2437
N: 2.709 1.717 -0.532  -0.9354
C: 3.285 2.908 -0.633  0.4662
N: 3.223 3.660 -1.707  -0.6487
C: 2.354 4.671 -1.704  0.8762
C: 2.450 5.795 -2.555  -1.0742
C: 1.469 6.751 -2.500  -0.2918
C: 0.416 6.611 -1.591  -0.8416
C: 0.385 5.480 -0.807  -1.0320
N: 1.306 4.527 -0.848  -0.0456
C: 3.823 3.337 0.673  -0.0613
C: 4.668 4.359 1.055  -0.4990
C: 5.001 4.447 2.400  -0.6196
C: 4.485 3.553 3.326  -0.7163
C: 3.627 2.529 2.942  -0.2183
C: 3.316 2.422 1.602  0.5629
H: -1.445 0.087 5.284  0.4459
H: 0.500 -1.441 4.984  0.4702
H: 2.001 -1.074 3.030  0.6120
H: -1.747 1.951 3.681  0.3292
H: 3.280 5.866 -3.242  0.4956
H: 1.511 7.614 -3.152  0.4211
H: -0.359 7.355 -1.510  0.4682
H: -0.415 5.320 -0.091  0.7547
H: 5.057 5.061 0.334  0.5234
H: 5.671 5.228 2.729  0.3966
H: 4.762 3.655 4.365  0.4301
H: 3.230 1.834 3.667  0.5054
O: -0.165 3.080 -2.989  -0.7309
C: -0.792 2.011 -2.994  0.4336
O: -0.321 0.928 -2.589  -0.6437
C: -2.280 2.067 -3.211  1.0656
C: -2.978 1.964 -4.401  -0.5674
C: -4.360 2.064 -4.391  -0.5586
C: -5.042 2.260 -3.201  -0.9135
C: -4.344 2.359 -2.010  -0.1548
C: -2.955 2.261 -2.008  -0.2749
P: -1.997 2.338 -0.438  2.1148
C: -2.873 0.899 0.285  1.1133
C: -2.458 -0.315 -0.259  -1.3095
C: -3.096 -1.488 0.087  -0.4156
C: -4.136 -1.468 1.004  -0.7080
C: -4.555 -0.265 1.544  -0.8736
C: -3.939 0.920 1.176  -0.6041
C: -2.765 3.843 0.264  -0.3948
C: -2.989 4.924 -0.590  -0.6512
C: -3.481 6.116 -0.092  -0.5961
C: -3.767 6.245 1.259  -0.6307
C: -3.502 5.193 2.119  -0.6091
C: -2.979 4.007 1.629  -0.0945
H: -2.447 1.814 -5.329  0.5334
H: -4.904 1.987 -5.321  0.4119
H: -6.121 2.337 -3.203  0.4442
H: -4.872 2.509 -1.079  0.4363
H: -1.637 -0.323 -0.967  0.7270
H: -2.791 -2.417 -0.367  0.3159
H: -4.620 -2.389 1.289  0.4480
H: -5.375 -0.239 2.249  0.4199
H: -4.299 1.853 1.584  0.5007
H: -2.756 4.829 -1.644  0.4927
H: -3.640 6.954 -0.756  0.4676
H: -4.181 7.170 1.634  0.3994
H: -3.697 5.293 3.177  0.4364
H: -2.724 3.208 2.308  0.0274
C: 1.185 -4.472 2.533  -1.8565
C: 0.304 -4.767 1.315  2.9331
C: 0.000 -6.268 1.305  -1.9014
C: -1.000 -3.997 1.540  -2.0777
Si: 1.149 -4.202 -0.360  -0.9184
Br: 0.838 -1.923 -0.423  -0.0824
C: 0.255 -4.853 -1.974  2.4937
C: -1.267 -4.841 -1.805  -1.9598
C: 0.559 -3.954 -3.179  -1.7265
C: 0.689 -6.283 -2.308  -1.8045
C: 3.092 -4.404 -0.363  2.3472
C: 3.745 -3.436 0.630  -1.9299
C: 3.647 -4.052 -1.745  -1.9978
C: 3.529 -5.830 -0.013  -1.6891
H: 0.632 -4.688 3.448  0.5984
H: 1.465 -3.422 2.549  0.0212
H: 2.080 -5.087 2.543  0.3507
H: -0.439 -6.562 2.257  0.5183
H: 0.906 -6.852 1.155  0.3466
H: -0.709 -6.529 0.524  0.3400
H: -1.471 -4.335 2.463  0.6303
H: -1.700 -4.153 0.728  0.2369
H: -0.813 -2.930 1.635  0.2272
H: -1.619 -3.837 -1.581  0.1734
H: -1.599 -5.519 -1.025  0.3428
H: -1.741 -5.162 -2.734  0.6276
H: 0.301 -2.919 -2.976  0.2733
H: -0.031 -4.276 -4.037  0.5169
H: 1.605 -3.995 -3.460  0.3208
H: 0.502 -6.955 -1.476  0.3203
H: 1.748 -6.330 -2.545  0.3150
H: 0.139 -6.654 -3.173  0.5059
H: 3.478 -2.407 0.400  0.3224
H: 4.829 -3.525 0.567  0.5686
H: 3.455 -3.650 1.652  0.3541
H: 3.319 -3.062 -2.050  0.3436
H: 3.338 -4.776 -2.494  0.3385
H: 4.736 -4.053 -1.722  0.5772
H: 3.229 -6.102 0.996  0.2934
H: 4.615 -5.910 -0.067  0.5038
H: 3.104 -6.559 -0.699  0.2992

Computed properties:
* Kohn-Sham gap: 7.1 eV
* ΔE to the lowest compared entry with this formula, charge and spin: 3.26 kcal/mol
* lowest unoccupied orbital energy: -0.3 eV
* electronic energy: -6205.92902 Eh


ORCA calculation (the ωB97M-V functional and the def2-TZVPD basis) on a structure of composition C49H54AsCaN7S4.

Each line ends with the Mulliken charge.
Element x y z (Å)
Ca: -0.871 0.528 0.109  1.3617
S: -2.507 -0.283 -3.337  -0.3803
C: -1.729 1.043 -4.134  0.0675
C: -1.355 0.950 -5.494  -0.7337
C: -0.669 1.952 -6.147  -0.5137
C: -0.327 3.132 -5.487  -0.7985
C: -0.708 3.280 -4.167  -0.5975
C: -1.391 2.261 -3.501  -0.0341
S: -1.703 2.543 -1.780  0.6185
C: -3.508 2.469 -1.642  -1.7076
C: -4.084 1.483 -0.658  0.6384
C: -5.379 1.686 -0.184  -1.0032
C: -6.006 0.666 0.505  -0.8794
C: -5.365 -0.560 0.616  -0.9669
C: -4.080 -0.682 0.114  0.6013
C: -3.455 -2.038 -0.071  -1.4224
S: -1.711 -2.226 0.364  0.5657
C: -1.786 -2.476 2.132  0.0508
C: -2.647 -3.446 2.639  -0.8287
C: -2.731 -3.682 3.998  -0.9607
C: -1.916 -2.953 4.857  -0.7712
C: -1.030 -2.021 4.353  -1.0582
C: -0.925 -1.756 2.976  0.9623
S: 0.267 -0.604 2.419  -0.1154
N: -3.415 0.359 -0.409  1.1871
H: -1.610 0.036 -6.015  0.4597
H: -0.396 1.817 -7.187  0.3668
H: 0.204 3.924 -5.999  0.4120
H: -0.479 4.192 -3.628  0.4168
H: -3.864 2.142 -2.623  0.6526
H: -3.899 3.469 -1.447  0.5613
H: -5.883 2.623 -0.380  0.5518
H: -7.005 0.802 0.900  0.4298
H: -5.858 -1.415 1.059  0.4837
H: -3.476 -2.235 -1.147  0.4308
H: -4.048 -2.806 0.420  0.5989
H: -3.247 -4.039 1.958  0.4340
H: -3.408 -4.436 4.380  0.4054
H: -1.960 -3.124 5.926  0.3987
H: -0.379 -1.470 5.019  0.4852
C: 0.952 -0.128 -2.705  -0.3861
N: 1.845 0.985 -2.490  0.8370
C: 3.024 1.011 -3.332  -0.7372
C: 3.677 2.300 -2.889  -0.7634
N: 3.230 2.411 -1.504  0.3329
C: 3.636 3.626 -0.826  -1.1813
C: 2.027 1.727 -1.354  -1.2252
N: 1.179 1.715 -0.376  1.3802
C: 1.277 2.554 0.818  -1.4718
C: 0.031 3.421 1.008  -1.2949
N: -1.139 2.607 1.320  0.3494
C: -2.174 3.133 1.874  -0.6707
N: -2.497 4.476 2.015  -0.0005
C: -2.187 5.427 0.953  -1.0718
C: -3.872 4.561 2.509  -0.7023
C: -4.045 3.237 3.223  -0.6918
N: -3.166 2.375 2.454  0.8544
C: -2.884 1.069 3.016  -0.9704
H: 0.675 -0.139 -3.758  0.5328
H: -0.001 -0.065 -2.182  -0.2302
H: 1.428 -1.078 -2.453  -0.4575
H: 2.740 1.015 -4.384  0.3979
H: 3.662 0.139 -3.138  0.2276
H: 3.313 3.149 -3.481  0.3735
H: 4.765 2.272 -2.938  0.4464
H: 4.529 3.991 -1.331  0.4574
H: 3.911 3.442 0.210  0.2740
H: 2.879 4.416 -0.873  0.3552
H: 2.121 3.234 0.818  0.4262
H: 1.391 1.914 1.700  0.0460
H: -0.108 4.005 0.093  0.3248
H: 0.238 4.113 1.833  0.7130
H: -2.470 5.042 -0.033  0.2906
H: -1.133 5.686 0.937  0.3238
H: -2.749 6.338 1.149  0.4558
H: -4.571 4.642 1.667  0.3570
H: -4.002 5.425 3.159  0.3839
H: -5.071 2.870 3.205  0.3539
H: -3.711 3.300 4.266  0.3293
H: -3.828 0.605 3.300  0.4530
H: -2.224 1.130 3.887  0.4432
H: -2.400 0.415 2.299  -0.1429
C: 4.320 -4.322 -3.706  -0.4892
C: 5.055 -3.582 -2.793  -0.7608
C: 4.440 -3.036 -1.672  -0.5091
C: 3.079 -3.226 -1.440  0.3010
C: 2.345 -3.939 -2.388  -0.0848
C: 2.958 -4.495 -3.502  -0.9053
As: 2.089 -2.308 0.001  1.7242
C: 3.593 -1.683 1.071  -0.6958
C: 3.725 -0.313 1.258  -0.2928
C: 4.783 0.202 1.998  -0.5989
C: 5.715 -0.656 2.561  -0.7091
C: 5.588 -2.029 2.384  -0.7772
C: 4.533 -2.538 1.643  0.2736
C: 1.497 -3.817 1.101  0.4688
C: 0.750 -4.837 0.517  -0.4168
C: 0.197 -5.846 1.291  -0.8781
C: 0.365 -5.837 2.668  -0.5528
C: 1.095 -4.817 3.261  -0.6030
C: 1.659 -3.815 2.483  -0.2207
H: 4.799 -4.749 -4.577  0.3760
H: 6.116 -3.427 -2.949  0.4186
H: 5.035 -2.457 -0.980  0.3168
H: 1.272 -4.051 -2.277  0.3277
H: 2.366 -5.051 -4.218  0.4075
H: 2.988 0.352 0.824  0.6214
H: 4.873 1.272 2.143  0.4022
H: 6.538 -0.260 3.143  0.3753
H: 6.310 -2.703 2.827  0.3977
H: 4.434 -3.610 1.512  0.4742
H: 0.575 -4.847 -0.552  0.0005
H: -0.380 -6.631 0.817  0.4273
H: -0.081 -6.613 3.278  0.3846
H: 1.216 -4.790 4.336  0.4045
H: 2.195 -3.009 2.966  0.3017

Computed properties:
* Kohn-Sham gap: 6.7 eV
* ΔE to the lowest compared entry with this formula, charge and spin: 1.33 kcal/mol
* lowest unoccupied orbital energy: 0.4 eV
* electronic energy: -6789.16457 Eh


Let's list highest occupied orbital energy in order: -0.2732, -0.2324 hartree.